Record 1
141
Properties=species:S:1:pos:R:3:mulliken_charge:R:1 method="wB97M-V/def2-TZVPD" largest_force_ha_per_bohr=0.04783 homo_energy_ev=-7.8881 e_tot_ev=-64236.7089 lumo_ha=0.0149 e_above_lowest_kj_mol=85.4 mol_weight_g_mol=743.17 gap_ev=8.29
C 4.68031 -3.17693 0.57811 -0.68
O 4.11065 -2.57035 1.72899 -0.42
H 3.88640 -3.67826 0.02697 0.24
H 5.15799 -2.47088 -0.11341 0.29
H 5.47708 -3.87685 0.84855 0.33
H 4.82918 -2.33045 2.32209 0.23
C -1.52906 0.86616 2.72319 0.16
O -1.39026 2.28153 2.85808 -0.52
H -2.55273 0.63495 2.41675 0.28
H -0.97655 0.53573 1.83473 -0.15
H -1.17503 0.31112 3.58842 -0.07
H -2.29047 2.60412 2.78701 0.30
C 1.23128 -0.91958 0.53178 0.24
O 2.59185 -0.59481 0.34921 -0.61
H 0.56170 -0.18028 0.09031 -0.39
H 0.97675 -1.86011 0.02381 0.31
H 0.98099 -1.02627 1.59163 0.23
H 3.13078 -1.25419 0.81387 0.25
O 3.46460 2.08326 -0.44509 -0.70
H 2.97834 1.28682 -0.17512 0.39
H 3.05842 2.33541 -1.27844 0.22
C 0.29285 7.44000 0.79296 -1.63
C -0.04851 6.12418 1.51591 1.64
C -1.52161 6.15172 1.87288 -1.21
C -2.55093 5.74777 0.81061 -0.99
C -2.09737 4.50803 0.04626 -0.98
C -0.62949 4.45815 -0.39667 2.17
N 0.24057 4.96806 0.66069 0.34
O 1.59060 4.79769 0.34323 -0.38
C -0.33396 2.96390 -0.58939 -1.27
C -0.44437 5.20037 -1.73134 -1.76
C 0.75976 5.96133 2.80073 -1.90
H -0.38546 7.62536 -0.03957 0.38
H 1.28352 7.37195 0.32756 0.28
H 0.33400 8.31459 1.44259 0.45
H -1.75252 5.52485 2.73969 0.39
H -1.72590 7.17118 2.21583 0.35
H -2.81420 6.56072 0.12456 0.41
H -3.46979 5.52853 1.35766 0.39
H -2.82258 4.39302 -0.76653 0.46
H -2.40702 3.70401 0.72280 0.09
H 0.72057 2.80729 -0.83234 0.21
H -0.51841 2.37705 0.30996 -0.16
H -0.86252 2.51350 -1.43515 0.32
H 0.55248 5.04275 -2.14700 0.32
H -1.24604 4.96742 -2.43068 0.39
H -0.49942 6.28224 -1.58394 0.29
H 1.81144 5.74955 2.60658 0.35
H 0.43928 5.10494 3.39803 0.34
H 0.63662 6.84712 3.42771 0.42
H 1.81458 5.48002 -0.31590 0.32
C 2.21359 -1.40896 -3.93866 -1.99
C 2.30968 0.10848 -4.04736 1.88
C 3.79717 0.50781 -4.10461 -1.38
C 4.07666 1.87677 -4.68983 -0.58
C 3.41308 2.03833 -6.06585 -1.24
C 1.91563 1.74367 -5.98541 1.56
N 1.67165 0.44331 -5.34101 0.36
O 0.30820 0.11165 -5.36540 -0.46
C 1.22062 2.92452 -5.28247 -1.75
C 1.45212 1.57839 -7.44454 -1.98
C 1.63368 0.72345 -2.82652 -0.73
H 2.89294 -1.81585 -3.18238 0.42
H 2.53633 -1.92601 -4.84533 0.53
H 1.19152 -1.70566 -3.70180 0.11
H 4.22321 0.56546 -3.09669 0.39
H 4.36736 -0.28247 -4.60090 0.44
H 5.11782 2.19940 -4.71791 0.49
H 3.61486 2.62805 -4.03883 0.13
H 3.92085 1.40892 -6.79942 0.37
H 3.53130 3.07533 -6.38791 0.50
H 1.66769 3.26825 -4.34499 0.22
H 1.28539 3.78994 -5.94403 0.48
H 0.21812 2.64643 -4.95070 0.31
H 1.63204 2.44701 -8.08793 0.39
H 2.13693 0.82093 -7.83171 0.49
H 0.41498 1.33086 -7.66840 0.33
H 1.63665 1.81479 -2.83355 -0.39
H 2.08775 0.33310 -1.91821 0.50
H 0.56488 0.48691 -2.82681 0.25
H 0.25442 -0.57054 -6.04321 0.34
C -3.78297 0.22218 -0.40649 -1.76
C -3.48396 -0.57211 -1.66169 1.90
C -1.99338 -0.94666 -1.59979 0.56
C -1.57269 -2.09518 -2.53184 -0.55
C -2.55289 -3.25576 -2.38482 -1.72
C -4.03982 -2.93532 -2.51673 1.81
N -4.33199 -1.76236 -1.69780 0.55
O -5.70755 -1.47341 -1.56121 -0.51
C -4.45503 -2.86213 -3.98530 -1.80
C -4.73571 -4.18963 -1.94937 -2.11
C -3.73775 0.26887 -2.93642 -1.79
H -3.65977 -0.38363 0.48985 0.46
H -4.76871 0.69097 -0.40525 0.49
H -3.08089 1.06288 -0.40294 0.16
H -1.36200 -0.10776 -1.90384 -1.28
H -1.72672 -1.21376 -0.57166 0.36
H -0.54663 -2.42109 -2.36013 0.42
H -1.57161 -1.68974 -3.54991 0.20
H -2.34509 -3.75705 -1.43657 0.35
H -2.30161 -3.96283 -3.18315 0.52
H -4.52944 -3.84064 -4.45439 0.46
H -5.40137 -2.33452 -4.13806 0.37
H -3.76930 -2.23571 -4.56887 0.28
H -4.27613 -5.11664 -2.26985 0.39
H -4.74947 -4.12986 -0.85227 0.44
H -5.81354 -4.13817 -2.13737 0.44
H -3.43913 -0.15400 -3.89133 0.26
H -3.33182 1.28140 -2.83987 0.35
H -4.82031 0.43807 -2.96723 0.45
H -5.92484 -1.85315 -0.70199 0.33
C -0.01313 -6.70416 6.75607 -2.08
C 0.82889 -5.48292 6.33257 1.37
C 1.33504 -5.76837 4.91011 -1.18
C 1.87876 -4.49819 4.25528 -0.72
C 0.75373 -3.48652 4.19569 -1.01
C 0.19153 -3.10108 5.54212 1.77
N -0.06762 -4.31173 6.35402 0.45
O -0.59018 -4.04532 7.62505 -0.51
C 1.08256 -2.06598 6.27447 -1.72
C -1.20539 -2.45820 5.41761 -1.53
C 1.95622 -5.27854 7.33656 -1.70
H -0.90047 -6.80330 6.12932 0.45
H -0.34600 -6.60552 7.79204 0.46
H 0.58010 -7.61954 6.72195 0.39
H 2.13092 -6.51242 4.99868 0.49
H 0.51568 -6.24598 4.37090 0.33
H 2.23918 -4.75751 3.25707 0.34
H 2.76348 -4.16029 4.79660 0.30
H 0.05523 -3.68097 3.37969 0.34
H 1.20338 -2.54732 3.83336 0.29
H 2.13954 -2.24117 6.05627 0.37
H 0.89425 -1.10197 5.79156 0.47
H 0.87271 -2.00461 7.33687 0.34
H -1.53845 -1.95292 6.32637 0.40
H -1.23260 -1.67083 4.65846 -0.03
H -1.96333 -3.21448 5.21026 0.48
H 2.53407 -4.40180 7.02466 0.38
H 2.71857 -6.06415 7.29812 0.41
H 1.59973 -5.13662 8.35237 0.34
H -1.45974 -4.46053 7.60546 0.35

***

Record 2
149
Properties=species:S:1:pos:R:3:mulliken_charge:R:1 method="wB97M-V/def2-TZVPD" largest_force_ha_per_bohr=0.04098 homo_energy_ev=-7.8651 e_tot_ev=-82487.3068 lumo_ha=0.0078 mol_weight_g_mol=859.19 gap_ev=8.08
C 2.42251 -1.50816 4.57790 0.09
O 1.35535 -1.17876 4.11261 -0.63
N 3.11408 -2.61862 4.22189 0.21
C 4.35683 -2.96576 4.85713 -0.96
C 2.66216 -3.47065 3.16873 -0.88
H 2.93295 -0.93529 5.37062 0.35
H 4.26452 -3.68648 5.67164 0.33
H 4.70450 -2.05775 5.37658 0.27
H 5.19067 -3.18474 4.19360 0.35
H 3.46832 -3.73402 2.47776 0.34
H 2.26511 -4.43229 3.51904 0.33
H 1.86856 -3.04693 2.55680 0.18
C -2.53946 1.12639 1.08706 0.00
O -3.38187 1.03809 0.21802 -0.52
N -1.33547 0.52105 0.99086 0.45
C -1.01923 -0.49143 0.00058 -0.93
C -0.23194 0.84139 1.86942 -1.09
H -2.68942 1.65151 2.04587 0.26
H -0.26872 -1.16396 0.41697 0.26
H -0.56463 -0.03596 -0.88357 0.16
H -1.92109 -1.05051 -0.23923 0.42
H -0.37306 1.75309 2.45748 0.48
H 0.05719 0.04633 2.55623 0.65
H 0.64021 1.12031 1.26960 -0.18
C 1.44746 5.11616 -1.41539 0.05
O 2.36154 5.91269 -1.41352 -0.59
N 0.81361 4.64439 -0.30591 0.48
C 1.17585 5.17983 0.98266 -1.84
C -0.37797 3.85779 -0.44846 -0.27
H 1.08354 4.60326 -2.32114 0.35
H 0.29711 5.49009 1.55718 0.39
H 1.89127 5.98352 0.84865 0.51
H 1.64550 4.41338 1.61746 0.63
H -0.61041 3.62083 -1.48296 -0.27
H -0.30467 2.89040 0.06599 0.13
H -1.24829 4.28119 0.06636 0.33
C -6.10295 -0.39016 5.16517 0.15
O -6.83282 0.37795 4.57761 -0.57
N -4.82970 -0.10483 5.53122 0.10
C -4.00348 -1.09808 6.19455 -0.89
C -4.22108 1.13962 5.15077 -0.88
H -6.44120 -1.40562 5.42910 0.27
H -4.65981 -1.89016 6.54591 0.30
H -3.49205 -0.63801 7.04094 0.32
H -3.24907 -1.50416 5.51585 0.31
H -4.16986 1.86369 5.96642 0.30
H -3.17245 0.85826 4.95257 0.26
H -4.51145 1.60739 4.21591 0.34
C 3.31203 0.55648 -1.91956 0.01
O 2.33261 -0.08199 -2.23909 -0.58
N 3.82776 0.57849 -0.67196 0.34
C 3.20587 -0.15921 0.39836 -0.76
C 5.12253 1.17264 -0.36684 -1.16
H 3.86292 1.16857 -2.65020 0.36
H 2.48732 0.34896 1.03494 -0.11
H 4.00051 -0.46994 1.08215 0.31
H 2.77674 -1.08092 0.00132 0.50
H 4.95650 2.15250 0.08709 0.28
H 5.64238 0.59246 0.39329 0.33
H 5.73842 1.26119 -1.25895 0.49
O 3.21086 2.58780 2.16493 -0.17
P 3.99562 3.46484 3.05218 -0.92
N 4.83440 4.66618 2.28591 0.64
C 4.67032 4.91058 0.86017 -1.01
C 5.90586 5.37067 2.96846 -0.98
N 5.14677 2.68496 3.95461 0.73
C 5.85807 1.58029 3.34808 -0.76
C 5.46112 3.01342 5.33681 -0.98
N 3.06789 4.19270 4.20389 0.46
C 2.03420 3.36060 4.82636 -0.92
C 2.82913 5.61578 4.33527 -1.12
H 5.15456 4.16082 0.23257 0.26
H 5.00128 5.90887 0.57070 0.31
H 3.62384 4.92788 0.57281 0.19
H 6.26728 6.15389 2.30716 0.33
H 6.77806 4.72741 3.15826 0.21
H 5.59034 5.74129 3.94313 0.37
H 5.20693 0.99172 2.69683 -0.03
H 6.62133 1.94428 2.63725 0.22
H 6.34593 0.96978 4.10141 0.50
H 5.48050 4.09577 5.47789 0.28
H 4.71792 2.63941 6.04895 0.22
H 6.45239 2.64850 5.59928 0.45
H 2.49767 2.40652 5.09039 0.26
H 1.62732 3.88408 5.68704 0.42
H 1.22261 3.10861 4.13500 0.11
H 1.87326 5.92341 3.90853 0.32
H 3.60298 6.17366 3.80618 0.42
H 3.00285 5.95336 5.36259 0.32
C -3.87921 2.86567 -3.16282 -1.54
C -3.43457 2.14158 -4.44019 1.87
C -2.01870 1.58066 -4.23966 -0.97
C -1.93306 0.11901 -3.81727 0.08
C -3.03728 -0.75861 -4.41560 -0.16
C -4.45993 -0.21872 -4.28252 1.90
N -4.37830 1.12383 -4.86910 0.23
O -5.67291 1.68360 -5.03808 -0.53
C -5.36447 -1.06125 -5.15779 -2.05
C -4.82339 -0.29302 -2.79371 -1.33
C -3.35442 3.20726 -5.53984 -2.09
H -4.89837 3.25792 -3.25522 0.31
H -3.26842 3.69858 -2.80834 0.40
H -3.98160 2.19579 -2.30383 0.25
H -1.42127 1.76473 -5.13749 0.34
H -1.51540 2.19608 -3.48877 -0.22
H -1.84093 0.01666 -2.73353 -0.44
H -0.98603 -0.29790 -4.17537 0.81
H -2.96509 -1.70508 -3.87812 -0.97
H -2.72941 -0.91266 -5.45388 0.70
H -6.41196 -0.77425 -5.12848 0.44
H -4.99728 -1.05975 -6.18649 0.46
H -5.25512 -2.10074 -4.82768 0.31
H -4.07448 0.21397 -2.19729 0.12
H -5.85605 0.02588 -2.64280 0.30
H -4.81557 -1.33723 -2.45914 0.29
H -2.69485 4.04285 -5.28563 0.37
H -4.32904 3.65692 -5.72527 0.46
H -2.91412 2.78211 -6.44638 0.48
H -5.79885 1.68218 -5.99146 0.35
C -1.43606 -8.43760 -3.86743 -1.89
C -1.23107 -6.90179 -3.90208 1.88
C -2.36867 -6.24320 -4.67577 -1.54
C -2.43686 -4.75011 -4.41180 -0.50
C -2.46982 -4.37781 -2.93182 -0.51
C -1.32541 -5.04309 -2.15360 1.69
N -1.24942 -6.44452 -2.51516 0.36
O -0.24774 -7.09701 -1.75107 -0.50
C -0.06132 -4.20502 -2.42993 -1.55
C -1.73727 -4.90722 -0.68878 -1.77
C 0.12436 -6.62808 -4.57395 -1.90
H -2.17885 -8.71036 -4.62397 0.43
H -2.04146 -8.67408 -2.98163 0.43
H -0.51733 -9.00955 -3.86597 0.35
H -2.23145 -6.41702 -5.74227 0.38
H -3.29047 -6.72090 -4.32595 0.40
H -3.35678 -4.36378 -4.87820 0.34
H -1.70829 -4.19746 -5.01634 0.35
H -3.45710 -4.66056 -2.56471 0.53
H -2.33000 -3.29968 -2.89460 -0.61
H -0.08945 -3.34840 -1.74715 0.31
H 0.89414 -4.70464 -2.27764 0.24
H -0.04371 -3.74201 -3.41895 0.28
H -1.76405 -3.86102 -0.38288 0.15
H -2.71482 -5.36424 -0.53379 0.47
H -1.03205 -5.39079 -0.00540 0.46
H 0.93005 -6.82812 -3.86853 0.36
H 0.15378 -5.60174 -4.93940 0.37
H 0.28571 -7.29575 -5.42318 0.50
H -0.77204 -7.70316 -1.22006 0.35

***

Record 3
150
Properties=species:S:1:pos:R:3:mulliken_charge:R:1 method="wB97M-V/def2-TZVPD" largest_force_ha_per_bohr=0.05278 homo_energy_ev=-10.6838 charge=+1 e_tot_ev=-82501.1700 lumo_ha=-0.0682 mol_weight_g_mol=860.20 gap_ev=8.83
C -3.28244 3.12748 0.33780 -1.22
O -2.60654 2.25291 1.21915 0.13
C -2.61684 2.68977 2.58130 -0.69
C -2.90328 1.55608 3.59599 -1.09
C -2.91036 0.12366 3.04733 0.92
C -4.29002 -0.40746 2.64966 -1.17
C -4.95310 0.35803 1.51136 1.47
C -6.31156 -0.19809 1.06792 -1.42
C -6.17738 -1.37182 0.08334 -1.04
C -5.11283 -1.09135 -0.98511 -0.72
C -3.77679 -1.77233 -0.66672 -1.32
C -2.54376 -0.97132 -1.09648 0.30
C -1.39461 -1.20046 -0.11537 0.32
C -0.00120 -0.80595 -0.60695 -1.49
P 0.35836 0.94497 -0.73223 0.18
N -0.97034 1.78339 -0.23845 1.46
C 1.91829 1.19885 0.10621 -1.42
C 1.92134 1.00340 1.64595 0.84
N 3.19629 1.53925 2.10762 -0.78
N 0.72001 1.61854 2.22261 -0.45
N 1.91613 -0.41243 1.95196 -0.16
O 0.65965 1.33962 -2.21963 0.01
C -0.24641 1.97808 -3.17887 -1.26
C -0.33736 3.49692 -3.13356 0.91
C -1.07262 3.89148 -4.41646 -1.74
C 1.01312 4.25063 -3.04656 0.96
C 1.46309 4.57558 -1.60986 -1.12
C 2.14517 3.58435 -3.83159 -1.91
H -4.34795 3.19065 0.57741 0.43
H -3.17562 2.71688 -0.66642 0.20
H -2.85833 4.13930 0.35927 0.37
H -1.64447 3.14552 2.79578 0.40
H -3.35976 3.48464 2.68655 0.57
H -3.86082 1.74397 4.08694 0.36
H -2.13534 1.62610 4.36704 0.31
H -2.53488 -0.53523 3.83234 0.54
H -2.20881 0.03465 2.21690 -1.08
H -4.17977 -1.45947 2.37274 0.43
H -4.94892 -0.35189 3.52250 0.38
H -4.26791 0.41766 0.66535 -1.06
H -5.10281 1.38798 1.85525 0.47
H -6.85919 -0.53449 1.95504 0.39
H -6.92734 0.59143 0.62913 0.39
H -7.14817 -1.57669 -0.37229 0.27
H -5.92770 -2.28529 0.63198 0.45
H -5.48128 -1.43278 -1.95233 0.70
H -4.97871 -0.01213 -1.08083 0.24
H -3.71023 -1.92783 0.41358 0.27
H -3.74922 -2.75660 -1.13876 0.66
H -2.21769 -1.28218 -2.09459 0.81
H -2.80960 0.08808 -1.13591 -0.45
H -1.34762 -2.26834 0.11182 1.21
H -1.60937 -0.71732 0.84261 -1.67
H 0.22146 -1.24102 -1.58532 0.84
H 0.73973 -1.19833 0.09269 0.06
H -0.81813 2.76747 -0.05163 0.47
H -1.39624 1.40039 0.61296 -0.95
H 2.55552 0.40172 -0.28671 0.38
H 2.36427 2.14319 -0.19845 0.13
H 3.32238 2.49474 1.79100 0.28
H 3.19678 1.57953 3.12349 0.32
H 0.81915 1.64831 3.23362 0.31
H 0.63058 2.58722 1.92368 0.25
H 0.96553 -0.73886 2.11876 -0.34
H 2.42369 -0.60539 2.80724 0.39
H -1.22687 1.51376 -3.06678 0.43
H 0.14993 1.67041 -4.14385 0.59
H -0.97310 3.81922 -2.30229 -0.04
H -2.04699 3.40635 -4.49785 0.46
H -1.23404 4.96851 -4.44517 0.46
H -0.49392 3.61985 -5.30165 0.35
H 0.82543 5.21456 -3.52460 0.69
H 0.89097 4.03148 -0.85787 0.05
H 2.51709 4.33777 -1.45591 0.25
H 1.33332 5.63244 -1.37804 0.35
H 2.96637 4.28960 -3.96216 0.56
H 2.55041 2.73654 -3.27591 0.23
H 1.82629 3.23913 -4.81540 0.36
C 5.72848 3.38812 -4.42448 0.01
O 5.70445 4.34848 -5.16722 -0.60
N 6.24533 3.39778 -3.17804 0.23
C 6.23598 2.22891 -2.33118 -0.95
C 6.84759 4.62744 -2.68709 -1.08
H 5.30971 2.40675 -4.71195 0.34
H 5.68264 2.41238 -1.40496 0.33
H 7.25081 1.92682 -2.06437 0.34
H 5.75859 1.40570 -2.86271 0.32
H 6.11837 5.43954 -2.68080 0.32
H 7.68066 4.92569 -3.32117 0.35
H 7.22638 4.45604 -1.68307 0.38
C -0.04249 -3.55255 3.24857 0.00
O -0.22523 -2.33938 3.17557 -0.70
N 1.02918 -4.14676 3.77117 0.29
C 1.16347 -5.59914 3.79837 -0.54
C 2.09917 -3.33296 4.31296 -0.94
H -0.78678 -4.27294 2.87393 0.35
H 1.24834 -5.95181 4.82757 0.32
H 2.04754 -5.87517 3.22842 0.38
H 0.28526 -6.05892 3.35195 -0.02
H 1.73884 -2.69816 5.12380 0.35
H 2.52663 -2.69330 3.53842 0.14
H 2.87665 -3.99316 4.68835 0.41
C 3.79412 -5.96549 0.38281 0.06
O 2.94089 -6.08253 1.24243 -0.57
N 3.69947 -5.10489 -0.65156 0.17
C 4.72616 -4.99586 -1.66429 -0.91
C 2.51696 -4.26698 -0.73171 -0.91
H 4.72288 -6.55746 0.37840 0.27
H 5.14806 -3.98885 -1.69298 0.33
H 4.33211 -5.23272 -2.65451 0.33
H 5.52714 -5.69718 -1.43724 0.29
H 2.42746 -3.63618 0.15534 0.19
H 1.61365 -4.87459 -0.79915 0.29
H 2.59756 -3.64008 -1.61822 0.41
C -7.27090 1.15574 -3.16376 0.13
O -6.62368 0.20115 -3.55194 -0.61
N -8.54559 1.08273 -2.73428 0.15
C -9.27617 2.24517 -2.27911 -0.95
C -9.19936 -0.21518 -2.73849 -0.80
H -6.86098 2.17980 -3.12856 0.30
H -9.59366 2.12996 -1.24067 0.34
H -10.16288 2.41888 -2.89148 0.36
H -8.63345 3.12152 -2.34891 0.29
H -8.66349 -0.92117 -2.10367 0.15
H -9.22889 -0.63117 -3.74550 0.31
H -10.21450 -0.09542 -2.36711 0.39
C 10.26027 4.05372 -0.42079 0.11
O 9.93564 4.24966 -1.57696 -0.56
N 10.14545 4.96910 0.56276 0.10
C 10.55355 4.69503 1.92302 -0.92
C 9.60650 6.27572 0.22740 -0.89
H 10.69340 3.09969 -0.07692 0.30
H 9.71418 4.79110 2.61504 0.34
H 11.34215 5.37807 2.24422 0.34
H 10.93573 3.67730 1.98315 0.28
H 8.59381 6.19190 -0.16883 0.22
H 10.21713 6.76490 -0.53152 0.31
H 9.59072 6.88749 1.12661 0.39
C -2.29584 -7.45369 2.74505 0.31
O -1.12553 -7.67980 2.99703 -0.68
N -3.21334 -8.40682 2.50420 0.11
C -4.59506 -8.09472 2.21183 -0.89
C -2.78643 -9.79649 2.54483 -0.96
H -2.70851 -6.43102 2.69480 0.14
H -5.26336 -8.53477 2.95427 0.33
H -4.88257 -8.46715 1.22676 0.34
H -4.72846 -7.01403 2.22559 0.29
H -2.38529 -10.04878 3.52621 0.29
H -2.00472 -9.98205 1.80844 0.29
H -3.64402 -10.42992 2.33062 0.38